(1)
Here is a molecular structure, C51H31I4N10O4S3Sn from the OMol25 dataset. Energies are from ωB97M-V with the def2-TZVPD basis set.

For the gap between HOMO and LUMO (alpha / beta), the calculation gives 4.463 / 4.449 eV. Its spin multiplicity is 1. Its charge is -1. The calculation puts the HOMO energy (alpha / beta) at -5.47 / -5.47 eV. The calculation puts the LUMO energy (alpha / beta) at -1.006 / -1.019 eV.

Each line ends with the Mulliken charge.
Atoms and positions in Å:
Sn  0.43937  0.22904  0.45551  1.467
I  2.03717  9.96322  1.73802  0.070
C  1.65970  7.93198  1.30834  -0.087
C  2.48377  6.80642  1.39468  -0.611
C  1.94757  5.58345  1.11860  0.046
C  0.68019  5.35279  0.61402  -0.622
C  -0.14339  6.47187  0.52457  -0.571
C  0.37542  7.71523  0.72042  -0.607
C  -0.01408  4.02553  0.38421  1.047
C  -0.39304  3.35820  1.62435  0.826
C  -0.26123  4.02248  2.94258  -1.221
C  -0.73119  3.10564  3.85878  -1.227
C  -1.00159  1.89349  3.14087  0.081
C  -1.45440  0.75382  3.70239  1.557
C  -1.33859  0.63298  5.19799  -0.755
C  -2.32641  0.99344  6.08825  0.113
C  -2.32398  0.66533  7.42664  -0.737
C  -1.18869  0.06622  7.95135  -0.112
I  -0.94854  -0.13294  10.02834  0.058
C  -0.18254  -0.32792  7.07885  -0.762
C  -0.30738  -0.11737  5.73288  -0.089
C  -1.82753  -0.40140  2.98707  0.219
N  -1.73054  -0.59890  1.61802  0.284
C  -2.35147  -1.78341  1.34780  0.420
C  -2.56342  -2.24309  0.07079  1.696
C  -3.15426  -3.58327  -0.07629  0.070
C  -4.08144  -3.77474  -1.15372  -0.462
C  -4.64267  -4.99275  -1.36390  -0.740
C  -4.24086  -5.96974  -0.49696  0.024
I  -5.00821  -7.95742  -0.69600  0.009
C  -3.29669  -5.87872  0.52108  -0.895
C  -2.67396  -4.64873  0.68298  -0.320
C  -2.07776  -1.58285  -1.05284  -0.086
C  -1.53359  -2.47056  -2.19825  -1.265
C  -1.01644  -1.59099  -3.07067  -1.365
C  -1.32752  -0.30746  -2.57368  0.624
N  -2.03848  -0.34669  -1.36340  -0.370
C  -0.85726  0.83645  -3.09117  0.882
C  -0.79991  2.13367  -2.40827  0.153
C  -0.12865  3.26415  -3.11459  -1.243
C  0.17787  4.15452  -2.08910  -0.943
C  -0.28070  3.58284  -0.90637  0.178
N  -0.85618  2.33270  -1.09855  -0.210
C  -0.11800  0.82431  -4.44668  -0.747
C  1.20181  0.39752  -4.52130  0.613
C  1.78241  0.28619  -5.75983  -0.280
C  1.07268  0.65470  -6.86457  -0.228
I  2.00148  0.57161  -8.71021  0.075
C  -0.18175  1.24827  -6.76990  -0.639
C  -0.86300  1.26416  -5.54812  -0.546
C  -2.97911  -2.34744  2.54180  -1.378
C  -2.59560  -1.57710  3.57333  -1.557
N  -0.64900  2.09321  1.82912  0.161
H  3.47526  7.02277  1.76277  0.436
H  2.53016  4.67493  1.12665  0.450
H  -1.11793  6.36053  0.09107  0.475
H  -0.19802  8.61811  0.60419  0.344
H  -0.06883  5.06095  3.07773  0.561
H  -0.80380  3.23172  4.97250  0.340
H  -3.19819  1.47551  5.65738  0.463
H  -3.17138  0.89723  8.01973  0.468
H  0.75209  -0.83218  7.46254  0.338
H  0.55766  -0.27075  5.13294  0.417
H  -4.45299  -2.89221  -1.64253  0.494
H  -5.43403  -5.20185  -2.08538  0.387
H  -3.02299  -6.67118  1.20025  0.402
H  -1.81539  -4.61535  1.38574  0.561
H  -1.60184  -3.51412  -2.09260  0.869
H  -0.44099  -1.69172  -3.98383  0.704
H  0.15320  3.20338  -4.12830  0.570
H  0.74628  5.12509  -2.18440  0.384
H  1.72490  0.04134  -3.58399  -0.035
H  2.79757  -0.16513  -5.74581  0.493
H  -0.57259  1.73385  -7.63480  0.398
H  -1.91055  1.62038  -5.45213  0.417
H  -3.66724  -3.19700  2.48728  0.578
H  -2.80527  -1.73475  4.63352  0.453
O  0.86167  -2.16545  0.82268  -0.549
N  0.47070  -2.97360  -0.16098  0.734
C  1.02431  -4.16340  -0.01157  1.174
C  1.95278  -4.42702  0.99563  -0.029
N  2.75000  -4.72875  1.75677  -0.591
C  0.51560  -5.14950  -0.94230  -0.352
N  -0.06467  -5.81960  -1.68048  -0.801
O  2.04015  1.65152  3.96053  -0.586
S  2.36438  0.69218  2.93434  1.179
O  1.06650  -0.06089  2.57028  -0.619
O  3.43953  -0.27999  3.15120  -0.726
S  2.76002  1.66249  1.18436  -0.851
C  3.29957  -4.63096  -3.41312  -1.546
C  2.29874  -3.46556  -3.44047  0.162
C  2.98571  -2.15311  -3.15187  0.516
N  3.79648  -1.59846  -3.98039  -0.337
N  4.45109  -0.53704  -3.43987  -0.788
C  4.24545  -0.37947  -2.17227  0.540
N  4.85338  0.57757  -1.37230  -0.357
S  3.12069  -1.46833  -1.50541  0.174
H  2.81608  -5.54460  -3.64747  0.440
H  3.83363  -4.79645  -2.43914  0.254
H  4.08475  -4.35325  -4.11062  0.456
H  1.44570  -3.61376  -2.86646  -0.291
H  1.98996  -3.29182  -4.46360  0.365
H  5.29170  1.21643  -1.97551  0.256
H  4.48057  0.93929  -0.51170  0.209


(2)
Here is a gas-phase ion, C8H16NO3S (charge +1) from the OMol25 dataset. Energies are from ωB97M-V with the def2-TZVPD basis set.

For the gap between HOMO and LUMO (alpha / beta), the calculation gives 6.005 / 7.378 eV. Its spin multiplicity is 1. Its charge is +1. The calculation puts the HOMO energy (alpha / beta) at -13.14 / -13.43 eV. The calculation puts the LUMO energy (alpha / beta) at -7.130 / -6.053 eV.

Each line ends with the Mulliken charge.
Atoms and positions in Å:
C  0.40443  0.79674  0.17745  0.630
C  3.47382  -1.13290  0.83621  -0.642
C  1.90184  -1.10462  0.23029  0.439
C  1.73034  -1.81550  -1.12388  -1.581
C  -2.19820  1.08315  -1.40717  -1.369
C  -2.88208  -0.71884  0.28672  -1.820
C  -2.23694  1.55064  1.02496  -1.580
C  -1.98292  0.50387  -0.01932  1.403
N  1.52662  0.19619  0.44580  -0.247
O  4.43992  -0.53750  -0.04278  -0.158
O  0.38475  2.08571  0.19415  -0.354
O  -0.60226  0.04798  -0.03645  -0.228
S  4.50592  0.99263  -0.22869  0.223
H  3.33155  -0.58132  1.74799  0.445
H  3.91168  -2.17870  0.81915  0.360
H  1.39284  -1.77678  0.96122  0.262
H  2.02981  -2.78543  -1.02325  0.502
H  2.21620  -1.36540  -1.89709  0.422
H  0.66451  -1.92781  -1.42062  0.330
H  -3.24972  1.50074  -1.40067  0.380
H  -1.54645  1.90850  -1.61709  0.414
H  -1.95773  0.22980  -2.13935  0.321
H  -2.75248  -1.52727  -0.32977  0.442
H  -3.91423  -0.33719  0.35784  0.419
H  -2.66164  -1.04766  1.24260  0.493
H  -2.07386  2.51334  0.65226  0.445
H  -3.35185  1.57142  1.46705  0.350
H  -1.72825  1.43051  2.00426  0.355
H  1.22438  2.42567  0.23818  0.347


(3)
Here is a single C5H8N2 molecule from the OMol25 dataset. Energies are from ωB97M-V with the def2-TZVPD basis set.

For the gap between HOMO and LUMO, the calculation gives 10.923 eV. The structure (SMILES) is C[C@@]1(CC#N)CN1. Its spin multiplicity is 1. The calculation puts the HOMO energy at -10.05 eV. The calculation puts the LUMO energy at 0.878 eV.

Each line ends with the Mulliken charge.
Atoms and positions in Å:
C  -0.98526  1.08989  -0.14812  -1.446
C  -0.19615  -0.21414  -0.15212  1.031
C  1.22890  -0.14095  -0.62850  -0.526
C  2.01875  0.78794  0.19903  0.265
N  2.64700  1.52894  0.82971  -0.430
C  -0.47248  -1.23469  0.88842  -0.846
N  -0.99738  -1.37153  -0.46651  -0.695
H  -0.44633  1.94729  0.26759  0.408
H  -1.23189  1.31825  -1.19339  0.342
H  -1.93875  0.99866  0.39223  0.365
H  1.26982  0.18627  -1.66569  0.272
H  1.66725  -1.13780  -0.53392  0.326
H  -0.83606  -0.61812  1.69018  0.340
H  0.24486  -2.02307  1.11704  0.299
H  -1.97228  -1.11693  -0.59596  0.294


(4)
Here is a molecular structure, C21H29N8O8V from the OMol25 dataset. Energies are from ωB97M-V with the def2-TZVPD basis set.

For the gap between HOMO and LUMO, the calculation gives 7.359 eV. Its spin multiplicity is 1. Its charge is +2. The calculation puts the HOMO energy at -15.00 eV. The calculation puts the LUMO energy at -7.645 eV.

Each line ends with the Mulliken charge.
Atoms and positions in Å:
V  -0.18511  -0.21558  -0.52187  -1.079
C  -0.05548  -3.09945  1.49899  -0.874
N  -0.86629  -3.62200  0.41522  -0.017
C  -1.06464  -5.05904  0.19350  -0.678
C  -2.16088  -5.08869  -0.88331  -0.626
N  -2.38219  -3.66359  -1.19004  -0.042
C  -3.07109  -3.27664  -2.41472  -1.004
C  -1.61343  -2.90136  -0.41307  0.709
N  -1.56949  -1.55362  -0.39272  0.148
C  -2.69209  -0.71221  -0.88641  -1.488
C  -2.66418  0.65280  -0.18551  -0.968
N  -1.40996  1.38642  -0.48495  0.328
C  -1.18771  2.54867  0.16242  0.525
N  -0.00025  3.17785  0.14384  0.241
C  1.19459  2.86897  -0.59971  -0.887
C  -0.01373  4.39903  0.94649  -0.627
C  -1.46941  4.49630  1.39126  -0.722
N  -2.06776  3.24777  0.89592  0.025
C  -3.51805  3.12094  1.03305  -1.075
H  0.21757  -3.93242  2.14293  0.425
H  -0.62276  -2.38181  2.09014  0.395
H  0.87034  -2.64985  1.12913  0.083
H  -1.39087  -5.52558  1.12221  0.404
H  -0.13543  -5.52870  -0.12813  0.342
H  -3.08490  -5.54634  -0.53196  0.351
H  -1.83815  -5.60245  -1.78818  0.445
H  -3.22640  -4.18115  -2.99754  0.437
H  -2.45940  -2.60053  -3.00961  0.326
H  -4.04648  -2.83627  -2.21772  0.310
H  -3.64048  -1.17585  -0.61194  0.761
H  -2.68677  -0.58838  -1.97439  0.380
H  -2.75683  0.47691  0.88952  0.518
H  -3.53500  1.19852  -0.54517  0.656
H  1.10978  1.93146  -1.13511  0.035
H  2.04870  2.80079  0.07711  0.364
H  1.39658  3.65070  -1.33568  0.404
H  0.29714  5.24739  0.33603  0.351
H  0.67892  4.30335  1.78385  0.377
H  -1.98668  5.34991  0.95019  0.431
H  -1.57450  4.54519  2.47443  0.387
H  -3.84035  3.95066  1.65707  0.423
H  -3.81137  2.20506  1.53475  0.366
H  -4.02254  3.21524  0.07163  0.380
O  0.62140  -0.17957  3.37340  -0.573
C  0.89656  -0.02394  2.22116  -0.392
O  -0.04824  0.19636  1.28671  -0.259
C  2.29305  -0.00355  1.69923  1.690
C  3.36062  0.15823  2.57981  -0.601
C  4.63530  0.24026  2.05812  -0.568
C  4.90463  0.17532  0.70127  -0.474
C  3.83389  0.02523  -0.15617  -0.285
C  2.54784  -0.09783  0.34526  0.219
O  1.51867  -0.39034  -0.50579  0.177
N  4.08152  0.06065  -1.61166  0.842
O  5.15814  -0.29945  -1.99563  -0.551
O  3.18487  0.50983  -2.30840  -0.498
N  5.77406  0.43257  2.98819  1.037
O  5.50932  0.46655  4.16516  -0.583
O  6.87230  0.48972  2.49298  -0.589
H  3.18983  0.22356  3.64593  0.676
H  5.91576  0.25692  0.32526  0.663
C  0.10717  1.19849  -3.57466  -1.351
C  -0.00465  0.21679  -2.48896  1.313
O  -0.02654  -0.97744  -2.44178  -0.266
H  -0.31091  0.79748  -4.49766  0.462
H  1.18417  1.35691  -3.71241  0.325
H  -0.36174  2.13483  -3.28133  0.347


(5)
Here is a single C6H10O molecule from the OMol25 dataset. Energies are from ωB97M-V with the def2-TZVPD basis set.

For the gap between HOMO and LUMO, the calculation gives 10.232 eV. The structure (SMILES) is O[C@@H]1C=CCCC1. Its spin multiplicity is 1. The calculation puts the HOMO energy at -9.28 eV. The calculation puts the LUMO energy at 0.951 eV.

Each line ends with the Mulliken charge.
Atoms and positions in Å:
O  1.89237  -0.93667  1.22241  -0.549
C  1.44462  -0.53145  -0.04928  0.029
C  0.20215  -1.27184  -0.49321  -0.963
C  -1.24623  -0.61848  0.23631  -0.547
C  -1.47194  0.89055  0.06787  -0.555
C  -0.12410  1.77924  -0.34046  -0.358
C  1.11915  1.25797  -0.32063  -0.420
H  1.12885  -1.23032  1.73925  0.348
H  2.33030  -0.53504  -0.68660  0.390
H  0.08497  -2.30225  -0.13295  0.380
H  0.16779  -1.25913  -1.59750  0.345
H  -1.20893  -0.89652  1.30724  0.262
H  -1.99188  -1.24961  -0.26169  0.364
H  -2.24625  1.10072  -0.69276  0.301
H  -1.75236  1.40955  0.99874  0.324
H  -0.52729  2.79650  -0.51657  0.332
H  2.12035  1.68338  -0.51345  0.316


(6)
Here is a gas-phase ion, C7H13N4O (charge +1) from the OMol25 dataset. Energies are from ωB97M-V with the def2-TZVPD basis set.

For the gap between HOMO and LUMO, the calculation gives 10.484 eV. The structure (SMILES) is COC1(c2[nH]nc[n+]2C)CNC1. Its spin multiplicity is 1. Its charge is +1. The calculation puts the HOMO energy at -13.36 eV. The calculation puts the LUMO energy at -2.878 eV.

Each line ends with the Mulliken charge.
Atoms and positions in Å:
C  2.88344  -0.44483  0.28608  -0.056
C  0.86186  0.25935  -0.09930  -0.300
C  -0.80372  1.53715  1.09878  -0.934
C  -1.21250  1.44873  -0.99356  -1.215
C  -0.66811  0.45710  -0.00997  1.828
C  1.05382  -2.10413  0.82128  -0.417
C  -1.85752  -1.70244  -0.77895  -0.638
N  2.97143  0.77414  -0.22978  -0.824
N  1.71361  1.22747  -0.45210  0.323
N  1.50700  -0.83302  0.32642  0.171
N  -0.94582  2.57966  0.01254  -0.439
O  -1.19372  -0.80968  0.18578  -0.462
H  3.61317  -1.21011  0.28104  0.358
H  -1.67895  1.49281  1.67882  0.396
H  0.04598  1.85265  1.79346  0.277
H  -0.73180  1.78605  -1.91026  0.267
H  -2.22236  1.21727  -1.26449  0.488
H  0.05482  -2.45551  0.31716  0.041
H  1.90676  -2.84281  0.85138  0.282
H  0.74614  -1.85593  1.91773  0.323
H  -1.82931  -1.07693  -1.71945  0.341
H  -2.83859  -2.00911  -0.42238  0.258
H  -1.29151  -2.65802  -0.85192  0.271
H  -1.77245  3.17065  0.13454  0.288
H  1.68833  2.19948  -0.97284  0.373


(7)
Here is 2 unconnected molecules or ions with the total composition CH5BS2 from the OMol25 dataset. Energies are from ωB97M-V with the def2-TZVPD basis set.

For the gap between HOMO and LUMO, the calculation gives 8.692 eV. Its spin multiplicity is 1. The calculation puts the HOMO energy at -8.51 eV. The calculation puts the LUMO energy at 0.182 eV.

Each line ends with the Mulliken charge.
Atoms and positions in Å:
B  0.38803  -0.37088  -0.13115  0.292
C  -0.97974  -0.13103  -0.77459  -0.659
S  1.46539  1.80819  0.80177  -0.476
S  1.37507  -1.74688  0.22487  -0.229
H  -1.26499  -1.15502  -1.17611  0.225
H  -0.68766  0.56129  -1.63793  0.266
H  -1.70595  0.52701  -0.28077  0.303
H  0.78879  1.40426  1.91861  0.093
H  2.38691  -0.86060  0.30314  0.184


(8)
Here is a gas-phase ion, C6H9NO3PS (charge -1) from the OMol25 dataset. Energies are from ωB97M-V with the def2-TZVPD basis set.

For the gap between HOMO and LUMO, the calculation gives 7.835 eV. The structure (SMILES) is CN[C@@H](O)[P@](=O)([O-])c1cccs1. Its spin multiplicity is 1. Its charge is -1. The calculation puts the HOMO energy at -4.76 eV. The calculation puts the LUMO energy at 3.071 eV.

Each line ends with the Mulliken charge.
Atoms and positions in Å:
C  -4.55300  0.63177  0.82083  -0.458
C  -3.22616  0.34602  1.22455  -0.321
C  -4.84355  0.13622  -0.40839  -0.475
C  -2.54571  -0.37697  0.30661  -0.035
C  3.18662  0.31887  -0.31332  -0.894
C  1.13564  -0.93307  -0.61448  -0.287
N  1.76098  0.22076  -0.07585  -0.312
O  1.64228  -2.15913  -0.24825  -0.564
O  -0.26016  -0.41774  1.80317  -0.829
O  -0.88914  -2.53717  0.49547  -0.812
P  -0.68481  -1.04595  0.51899  1.007
S  -3.49668  -0.70513  -1.08930  -0.159
H  -5.25432  1.19198  1.41969  0.336
H  -2.78567  0.65078  2.15771  0.483
H  -5.75920  0.20538  -0.96460  0.378
H  3.77290  -0.49549  0.13694  0.277
H  3.36258  0.30721  -1.39220  0.292
H  3.54165  1.27159  0.08770  0.316
H  1.02009  -0.84259  -1.70108  0.377
H  1.55986  0.23008  0.92548  0.278
H  0.86933  -2.62860  0.14510  0.401


Relative energy (zero: lowest compared OMol25 entry of this formula, charge and spin) (kcal per mole)
54.5, 96.4, 41.7, 8.3, 53.2, 64.3, 58.8, 32.1
F_max (eV/Å)
4.7, 4.5, 1.8, 1.3, 2.9, 3.9, 3.2, 3.0